Formula: C4H8N2O
Source: the OMol25 dataset
Level of theory: ωB97M-V/def2-TZVPD

Properties
Kohn-Sham gap	10.5	eV
max |F|	0.08040	Eh/bohr
highest occupied orbital energy	-0.348	hartree
total energy	-341.883119	a.u.
SMILES	[H]/N=C/C(C)(O)/C=N/[H]

Each line ends with the natural charge from an NBO analysis.
Positions of all 15 atoms, in Å:
H: -2.53 1.71 -0.51  0.36
N: -1.72 1.12 -0.57  -0.64
C: -0.94 1.03 0.40  0.15
C: 0.06 -0.16 0.36  0.14
C: -0.50 -1.60 -0.08  -0.62
O: 0.73 -0.28 1.77  -0.75
C: 0.98 0.33 -0.74  0.13
N: 2.14 0.61 -0.50  -0.66
H: 2.79 1.08 -1.12  0.37
H: -0.97 1.54 1.36  0.19
H: -1.59 -1.45 -0.06  0.22
H: -0.23 -1.88 -1.07  0.22
H: -0.18 -2.15 0.75  0.24
H: 1.72 -0.35 1.61  0.49
H: 0.25 0.44 -1.60  0.18

***

Formula: C18H12ClI2N4O5Ti
Source: the OMol25 dataset
Level of theory: ωB97M-V/def2-TZVPD

Properties
Kohn-Sham gap (alpha / beta)	6.1 / 7.1	eV
max |F|	0.02973	Eh/bohr
2S+1	3
net charge	-1
highest occupied orbital energy (alpha / beta)	-0.159 / -0.222	hartree
total energy	-3193.655530	a.u.

Each line ends with the natural charge from an NBO analysis.
Positions of all 43 atoms, in Å:
Ti: 0.52 1.28 0.67  1.59
Cl: 4.83 -3.86 -1.96  -0.03
C: 3.56 -2.84 -1.32  -0.07
C: 2.32 -3.41 -1.02  -0.22
C: 1.32 -2.61 -0.52  -0.25
C: 1.53 -1.25 -0.30  0.35
O: 0.54 -0.51 0.18  -0.70
C: 2.79 -0.67 -0.61  -0.17
C: 3.05 0.71 -0.46  0.27
O: 2.19 1.57 -0.02  -0.59
C: 3.80 -1.51 -1.13  -0.20
H: 2.16 -4.47 -1.20  0.22
H: 0.34 -3.01 -0.29  0.23
H: 4.01 1.12 -0.76  0.17
H: 4.77 -1.09 -1.38  0.22
I: -5.70 -2.38 -3.29  0.11
C: -4.02 -1.23 -2.82  -0.13
C: -4.12 -0.24 -1.85  -0.26
C: -3.00 0.51 -1.54  -0.14
C: -1.79 0.28 -2.19  -0.16
C: -1.71 -0.72 -3.16  -0.15
C: -2.82 -1.48 -3.47  -0.27
C: -0.56 1.06 -1.85  0.79
O: 0.45 0.99 -2.54  -0.62
O: -0.65 1.78 -0.76  -0.74
H: -5.06 -0.06 -1.34  0.22
H: -3.05 1.27 -0.77  0.25
H: -0.77 -0.88 -3.65  0.24
H: -2.76 -2.26 -4.22  0.22
N: -2.53 6.53 2.30  -0.47
C: -1.74 5.71 2.53  0.44
N: -0.85 4.82 2.91  -0.67
C: -0.33 3.95 2.15  0.68
N: 0.25 3.12 1.56  -0.66
N: 1.16 -1.18 3.63  -0.80
C: 0.88 0.14 3.40  0.60
O: 1.47 0.69 2.41  -0.70
C: -0.02 0.83 4.22  -0.45
I: -2.02 0.46 2.16  -0.38
H: 1.57 -1.68 2.86  0.40
H: 0.53 -1.70 4.23  0.39
H: -0.06 1.90 4.16  0.23
H: -0.49 0.32 5.06  0.20

***

Respective energy above the lowest of the compared OMol25 structures with the same formula, charge and spin values: 75.6; 20.9 kcal per mole.